Molecular formula: C20H31GaO3
Method: DFT, ωB97M-V with the def2-TZVPD basis set

Each line ends with the Mulliken charge.
Atoms and positions in Å:
H -4.2703 1.6928 -3.3507  -0.043
H -3.7480 -0.6784 -0.0337  0.256
H -7.9799 3.9956 -3.1262  0.373
C -5.7439 3.7218 -5.7425  -1.810
H 2.3786 -2.6873 -0.5926  0.596
H -5.1983 0.4133 -1.5193  0.210
H -8.7357 2.4187 -4.9035  0.313
C 2.4333 -0.6095 -1.4164  -0.234
C 1.4712 0.1327 -2.1443  -0.672
H -3.1219 0.4038 -3.7656  0.300
C -3.3434 -0.5055 -1.0415  -0.500
C -0.1362 2.4945 0.0829  -0.194
H -2.8087 -1.4202 -1.3666  0.215
H 2.1054 -2.5287 1.7079  0.223
C -0.4563 1.6024 2.1788  -1.019
H 3.4584 -0.2913 -1.1988  0.431
H -7.5890 0.8815 -3.3973  0.297
H -2.8946 2.4955 -1.6233  0.339
H -5.3045 2.8929 -6.3159  0.367
C -7.7017 2.1898 -5.1799  -0.803
H -7.5821 1.9653 -6.2439  0.289
H -0.3282 2.9778 -0.8734  0.500
H -6.5024 0.3823 -4.7582  0.251
H -6.3473 4.3359 -6.4272  0.448
C -6.6520 3.2005 -4.6509  1.550
C -4.3938 -0.0866 -2.0633  -0.670
C -1.1182 2.1662 1.0656  -0.272
C -6.9892 1.2207 -4.2475  -0.475
H -2.1852 2.3521 0.9785  0.381
H -1.6199 1.6595 -2.5309  0.275
Ga -0.2783 -0.8237 0.4669  0.559
C 0.9391 1.5124 1.8593  -0.016
H 1.6277 1.1224 -2.5805  0.433
H 2.3250 -1.4572 3.1168  0.269
O 1.1042 -0.6934 1.6837  -0.006
H -0.1217 -2.7661 -1.6272  0.583
C 0.5230 -1.8844 -1.5734  -0.410
C 0.3091 -0.6451 -2.2826  -0.560
O -2.3991 0.6039 -0.9382  -0.253
H -4.9553 4.3515 -5.3173  0.387
H -6.4995 4.9725 -3.4267  0.382
H -4.8195 -0.9140 -2.6319  0.402
O -6.0141 2.2099 -3.7874  -0.426
H 1.7458 1.3091 2.5511  0.477
H -0.9035 1.3104 3.1275  0.418
C 1.1295 2.1077 0.5750  -0.747
H 2.0885 2.2665 0.0883  0.443
C 2.2189 -1.4941 2.0317  -0.812
C -3.6228 0.9239 -2.9380  0.108
C -2.5812 1.5223 -2.0237  -0.665
H -7.8304 4.9770 -4.5997  0.401
C 1.8763 -1.8549 -1.0794  -1.059
H 3.1286 -1.0892 1.5745  0.314
C -7.2734 4.3519 -3.8893  -1.677
H -0.5720 -0.4153 -2.8742  0.533

Summary:
Kohn-Sham gap (alpha / beta)   6.09 / 6.23 eV
2S+1   1
Charge   0
Energy above the lowest of the compared OMol25 structures with the same formula, charge and spin   0.0 kJ/mol
E_tot   -79755.0318 eV
Maximum force   2.17 eV/Å
LUMO level (alpha / beta)   -1.32 / -0.84 eV